# 1
C5H14N2O | wB97M-V/def2-TZVPD

Properties
Energy relative to the best compared isomer or geometry (same formula, charge and spin): 190.29 kJ/mol
Energy: -10439.056 eV
2S+1: 1
SMILES: NCCNCCCO
LUMO: 0.81 eV

The geometry in XYZ format:
```
22
C5H14N2O wB97M-V/def2-TZVPD
C -0.401 1.424 0.157
N -0.456 0.098 0.755
C 0.633 -0.793 0.368
C 0.734 -1.299 -1.067
C -0.154 -2.483 -1.318
O -0.272 -2.674 -2.742
C 0.329 2.396 1.097
N -0.296 2.597 2.381
H -1.403 1.787 -0.061
H 0.154 1.462 -0.789
H -1.347 -0.325 0.525
H 0.583 -1.621 1.085
H 1.572 -0.317 0.658
H 1.768 -1.577 -1.230
H 0.596 -0.504 -1.803
H -1.150 -2.306 -0.903
H 0.248 -3.409 -0.915
H 0.452 3.331 0.554
H 1.341 2.015 1.257
H -1.084 3.212 2.324
H -0.662 1.699 2.687
H -1.186 -2.714 -3.022
```

Löwdin atomic charge list, values in e, 6 entries: C -0.24; N -0.07; C -0.24; C -0.19; C -0.26; O -0.08

***

# 2
C6H7N | wB97M-V/def2-TZVPD

Properties
Energy relative to the best compared isomer or geometry (same formula, charge and spin): 357.56 kJ/mol
Energy: -7821.941 eV
2S+1: 1
SMILES: C[C@@]1(C#N)C=CC1
LUMO: 0.83 eV

The geometry in XYZ format:
```
14
C6H7N wB97M-V/def2-TZVPD
C 1.816 0.035 -0.009
C -1.224 1.441 -0.109
C -0.502 0.791 -1.037
C -0.480 0.893 1.070
C 0.390 0.101 -0.048
C 0.186 -1.727 -0.294
N 2.981 0.079 0.130
H -2.134 2.158 -0.091
H -0.443 0.580 -2.109
H 0.107 1.450 1.754
H -0.960 0.144 1.735
H 0.984 -2.345 -0.636
H -0.584 -1.592 -1.045
H -0.139 -2.008 0.689
```

Löwdin atomic charge list, values in e, 6 entries: C -0.23; C -0.06; C -0.06; C -0.09; C -0.34; C 0.05

***

# 3
C19H26BaClN3O6S | wB97M-V/def2-TZVPD

Properties
Energy relative to the best compared isomer or geometry (same formula, charge and spin): 0.00 kJ/mol
Energy: -60933.712 eV
2S+1: 1
LUMO: -1.79 eV

The geometry in XYZ format:
```
57
C19H26BaClN3O6S wB97M-V/def2-TZVPD
Ba 1.093 1.179 0.180
N -1.458 2.435 -0.695
C -2.635 1.897 0.025
C -2.388 0.434 0.359
C -2.198 -0.411 -0.899
C -1.566 -1.760 -0.606
N -0.178 -1.561 -0.119
H -1.494 3.449 -0.688
H -1.503 2.156 -1.673
H -3.548 2.003 -0.569
H -2.770 2.479 0.937
H -3.209 0.035 0.959
H -1.497 0.382 0.997
H -1.526 0.083 -1.604
H -3.156 -0.537 -1.407
H -1.526 -2.341 -1.527
H -2.158 -2.332 0.115
H 0.386 -2.370 -0.353
H -0.169 -1.511 0.898
N 0.483 0.612 -3.018
C -0.545 0.378 -3.973
C -1.296 1.448 -4.451
C -2.332 1.210 -5.338
C -2.633 -0.079 -5.750
C -1.887 -1.135 -5.262
C -0.843 -0.916 -4.373
S -3.956 -0.343 -6.946
O -3.948 -1.779 -7.153
O -5.124 0.176 -6.253
O -3.529 0.450 -8.084
H 1.168 -0.129 -2.964
H 0.906 1.521 -3.154
H -1.067 2.463 -4.136
H -2.924 2.030 -5.725
H -2.138 -2.132 -5.599
H -0.261 -1.750 -3.994
C 2.580 -2.404 5.754
C 3.403 -1.396 5.011
C 4.732 -1.626 4.699
C 5.477 -0.678 4.011
Cl 7.143 -1.004 3.644
C 4.911 0.519 3.627
C 3.576 0.771 3.932
C 2.831 -0.180 4.616
O 1.515 -0.024 4.954
C 0.875 1.142 4.504
C 0.757 1.166 2.984
O 0.690 0.080 2.354
O 0.755 2.271 2.379
H 3.164 -3.299 5.959
H 1.696 -2.684 5.180
H 2.224 -1.996 6.700
H 5.199 -2.555 4.999
H 5.506 1.259 3.110
H 3.156 1.730 3.660
H 1.367 2.057 4.844
H -0.133 1.118 4.921
```

Löwdin atomic charge list, values in e, 6 entries: Ba 1.97; N -0.08; C -0.25; C -0.21; C -0.21; C -0.24

***

# 4
C18H20ClN6O2PdSSe | wB97M-V/def2-TZVPD

Properties
Charge: +1
Energy relative to the best compared isomer or geometry (same formula, charge and spin): 47.82 kJ/mol
Energy: -124205.635 eV
2S+1: 3
<S²>: 2.008
LUMO (alpha / beta): -3.13 / -3.38 eV

The geometry in XYZ format:
```
50
C18H20ClN6O2PdSSe wB97M-V/def2-TZVPD
Pd -1.179 0.529 -1.031
C -1.812 -3.818 0.225
C -1.295 -2.502 -0.271
N -1.485 -1.364 0.264
N -2.316 -1.199 1.327
C -2.646 0.056 1.738
N -3.626 0.100 2.644
S -1.854 1.464 1.259
C -0.546 -2.467 -1.564
C 0.093 -3.578 -2.082
C 0.704 -3.481 -3.325
C 0.645 -2.288 -4.018
C -0.010 -1.216 -3.429
N -0.585 -1.308 -2.235
H -2.395 -3.742 1.139
H -0.973 -4.482 0.441
H -2.423 -4.297 -0.541
H -2.891 -1.972 1.628
H -4.219 -0.690 2.836
H -3.945 1.008 2.937
H 0.119 -4.508 -1.530
H 1.213 -4.339 -3.746
H 1.091 -2.181 -4.997
H -0.099 -0.259 -3.928
Cl -3.783 0.866 -5.204
C -4.368 0.982 -3.528
C -3.238 0.869 -2.529
O -2.175 1.529 -2.712
O -3.395 0.115 -1.529
H -5.080 0.183 -3.358
H -4.858 1.946 -3.412
C 4.033 0.620 0.133
N 3.051 1.454 0.806
C 1.857 1.832 0.315
Se 1.161 1.435 -1.361
N 1.275 2.610 1.240
C 2.089 2.740 2.360
C 1.940 3.427 3.554
C 2.988 3.344 4.453
C 4.143 2.605 4.167
C 4.287 1.923 2.972
C 3.231 2.007 2.077
H 3.565 0.166 -0.735
H 4.373 -0.156 0.816
H 4.883 1.220 -0.187
H 0.368 3.021 1.104
H 1.049 4.001 3.775
H 2.916 3.866 5.397
H 4.941 2.571 4.896
H 5.182 1.358 2.747
```

Löwdin atomic charge list, values in e, 6 entries: Pd 0.66; C 0.01; C -0.23; N 0.01; N 0.01; C -0.81

***

# 5
C4H7N3 | wB97M-V/def2-TZVPD

Properties
Energy relative to the best compared isomer or geometry (same formula, charge and spin): 89.40 kJ/mol
Energy: -8730.753 eV
2S+1: 1
SMILES: Cc1cn(C)nn1
LUMO: 0.86 eV

The geometry in XYZ format:
```
14
C4H7N3 wB97M-V/def2-TZVPD
C -0.592 -2.281 0.634
N -0.589 -0.833 0.558
C 0.516 -0.104 0.287
C 0.045 1.092 -0.175
C 0.810 2.194 -0.829
N -1.317 1.050 -0.112
N -1.693 -0.118 0.316
H -1.053 -2.680 -0.272
H -1.106 -2.653 1.522
H 0.458 -2.574 0.638
H 1.507 -0.493 0.463
H 0.181 3.080 -0.922
H 1.720 2.435 -0.270
H 1.111 1.882 -1.838
```

Löwdin atomic charge list, values in e, 6 entries: C -0.02; N -0.21; C -0.04; C -0.35; C -0.05; N 0.04

***

# 6
C20H31BeCl8F6N6O4S2 | wB97M-V/def2-TZVPD

Properties
Charge: +1
Energy: -176918.014 eV
2S+1: 1
LUMO: -7.62 eV

The geometry in XYZ format:
```
78
C20H31BeCl8F6N6O4S2 wB97M-V/def2-TZVPD
Be 2.082 1.141 -2.675
C 0.643 -2.511 -1.662
F 1.172 -3.193 -0.678
F 1.571 -2.216 -2.565
F -0.326 -3.205 -2.246
S -0.119 -0.867 -1.121
O -0.775 -0.396 -2.298
O -0.917 -1.098 0.037
N 1.338 0.065 -0.894
S 1.841 0.011 0.623
O 1.606 -1.242 1.269
O 3.205 0.448 0.678
C 0.754 1.321 1.553
F -0.445 1.454 1.012
F 0.665 0.919 2.808
F 1.443 2.452 1.511
C 0.255 0.383 -6.827
C 0.549 -0.116 -5.493
N 0.798 -0.521 -4.447
H 0.448 -0.442 -7.514
H 0.914 1.223 -7.042
H -0.782 0.690 -6.951
C 6.511 0.694 -0.732
C 5.288 0.203 -1.343
N 4.318 -0.158 -1.835
H 6.351 1.395 0.083
H 7.202 1.144 -1.441
H 6.944 -0.235 -0.344
C -1.059 4.409 -1.089
C 0.128 3.590 -1.184
N 1.111 2.996 -1.178
H -1.008 4.905 -0.117
H -1.968 3.814 -1.164
H -1.113 5.204 -1.831
C -0.001 -3.950 2.367
C 1.306 -4.564 2.565
N 2.339 -5.029 2.739
H -0.233 -3.442 3.306
H -0.815 -4.659 2.231
H 0.061 -3.245 1.544
C 0.936 2.259 5.691
C 2.053 1.480 6.226
N 2.957 0.878 6.583
H 0.450 2.794 6.505
H 0.246 1.605 5.168
H 1.336 3.006 5.006
Cl -4.182 4.463 0.619
C -3.953 2.837 1.342
C -4.485 2.957 2.776
Cl -3.469 4.131 3.688
H -2.909 2.570 1.227
H -4.627 2.121 0.876
H -4.438 2.011 3.311
H -5.505 3.328 2.767
Cl -3.240 1.742 -1.506
C -4.307 1.364 -2.851
C -3.405 0.638 -3.869
Cl -4.235 0.521 -5.471
H -4.651 2.257 -3.370
H -5.154 0.748 -2.572
H -3.170 -0.368 -3.540
H -2.525 1.222 -4.113
Cl -5.645 -0.993 -0.383
C -4.140 -1.506 0.494
C -4.477 -2.358 1.683
Cl -5.594 -1.633 2.845
H -3.603 -0.601 0.773
H -3.528 -1.980 -0.268
H -3.610 -2.687 2.258
H -4.874 -3.316 1.343
Cl 5.452 -2.907 2.942
C 5.547 -3.696 1.359
C 4.574 -3.034 0.404
Cl 4.575 -3.823 -1.186
H 5.286 -4.746 1.476
H 6.567 -3.639 0.984
H 4.886 -1.998 0.279
H 3.581 -3.018 0.848
```

Löwdin atomic charge list, values in e, 6 entries: Be 1.05; C -0.69; F 0.17; F 0.09; F 0.16; S 0.63

***

# 7
C22H32N2O4S | wB97M-V/def2-TZVPD

Properties
Energy relative to the best compared isomer or geometry (same formula, charge and spin): 2265.20 kJ/mol
Energy: -45317.085 eV
2S+1: 1
LUMO: -0.56 eV

The geometry in XYZ format:
```
61
C22H32N2O4S wB97M-V/def2-TZVPD
C 4.463 -2.441 1.090
C 3.125 -3.357 1.117
C 2.189 -3.279 -0.028
H 2.876 -3.337 -1.075
H 1.508 -4.124 -0.363
C 1.628 -1.949 -0.205
N 0.918 -1.605 -1.369
C -0.452 -2.722 -1.555
H -0.075 -3.769 -1.700
C -1.426 -2.532 -0.405
H -0.988 -3.226 0.663
H -2.327 -3.224 -0.684
H -1.678 -1.494 -0.304
H -0.873 -2.329 -2.340
C 1.415 -1.546 -2.585
C 1.028 -0.295 -3.347
C 1.111 1.167 -2.799
N 0.629 1.122 -1.387
C 1.183 1.269 -0.178
O 2.565 1.708 -0.243
C 0.572 1.010 0.942
C 1.214 1.250 2.393
C -0.022 0.913 3.240
C -0.911 0.590 2.387
C -2.665 0.017 2.597
H -2.720 -0.082 3.607
H -2.921 -0.310 1.664
S -3.469 1.782 2.582
O -3.011 2.610 3.656
O -4.757 1.652 2.146
C -2.640 2.652 1.175
C -1.773 3.650 1.396
C -0.969 4.401 0.580
C -1.097 4.091 -0.932
C -1.966 3.075 -1.244
C -2.769 2.309 -0.031
C -3.808 1.181 -0.710
H -3.851 1.584 -1.531
H -3.109 0.291 -0.618
H -4.367 1.098 0.141
H -2.047 2.984 -2.192
H -0.260 4.567 -1.446
H -0.170 5.141 0.765
H -1.566 4.022 2.407
O -0.658 0.499 0.989
H -0.207 1.109 4.184
H 1.975 1.766 2.535
H -0.402 0.797 -1.287
H 0.515 1.709 -3.268
H 2.276 1.174 -2.572
H 1.301 -0.367 -4.304
H -0.237 -0.557 -3.464
H 1.359 -2.355 -3.062
H 2.538 -1.040 -2.240
H 2.251 -0.983 -0.008
H 1.009 -1.874 0.928
H 2.625 -3.283 1.890
H 3.688 -4.508 1.127
H 5.015 -2.716 0.238
H 5.180 -2.432 2.062
H 4.031 -1.451 0.977
```

Löwdin atomic charge list, values in e, 6 entries: C -0.07; C -0.24; C -0.27; H 0.17; H 0.12; C -0.31

***

# 8
C17H36CuN11O5 | wB97M-V/def2-TZVPD

Properties
Charge: +1
Energy: -89475.763 eV
2S+1: 2
<S²>: 0.763
LUMO (alpha / beta): -3.33 / -6.70 eV

The geometry in XYZ format:
```
70
C17H36CuN11O5 wB97M-V/def2-TZVPD
Cu -1.376 2.077 -1.558
C -0.067 -0.614 -0.576
O 0.105 0.370 -1.575
H -1.128 -0.763 -0.333
H 0.308 -1.605 -0.858
H 0.378 -0.254 0.359
C -3.315 1.591 1.133
O -2.350 1.596 0.363
N -3.588 2.511 2.097
N -4.194 0.552 1.114
H -2.919 3.205 2.374
H -4.416 2.433 2.654
H -4.061 -0.131 0.397
H -5.026 0.672 1.662
C -3.018 -3.826 0.516
O -2.679 -4.934 0.929
N -2.970 -3.481 -0.792
N -3.516 -2.854 1.316
H -3.065 -2.541 -1.112
H -2.674 -4.227 -1.401
H -3.574 -3.024 2.305
H -3.942 -2.045 0.924
C 3.277 0.687 -3.410
O 4.247 0.986 -4.096
N 3.056 -0.498 -2.749
N 2.308 1.607 -3.114
H 3.758 -1.213 -2.807
H 2.268 -0.539 -2.117
H 2.397 2.480 -3.604
H 1.498 1.260 -2.618
C 1.323 3.598 -0.113
O 0.151 3.464 -0.497
N 2.123 2.527 0.071
N 1.941 4.778 0.114
H 1.692 1.648 -0.177
H 3.073 2.663 0.353
H 1.538 5.630 -0.235
H 2.843 4.857 0.542
C 0.317 -3.235 4.235
C 0.421 -2.728 2.797
C 1.315 -3.606 1.899
C 2.684 -3.712 2.423
N 3.765 -3.811 2.796
H 1.317 -3.394 4.655
H -0.091 -4.245 4.325
H -0.198 -2.600 4.953
H 0.843 -1.722 2.806
H -0.595 -2.665 2.404
H 1.359 -3.201 0.889
H 0.880 -4.605 1.841
N -0.054 2.432 3.156
C 0.956 3.301 3.462
C 2.097 2.645 3.891
C 1.771 1.268 3.734
C 0.484 1.187 3.295
H -0.870 2.648 2.621
H 0.706 4.335 3.265
H 3.023 3.133 4.140
H 2.323 0.378 3.999
H -0.161 0.346 3.083
N 0.194 -0.133 -4.557
C 0.820 0.276 -5.684
C -0.059 0.127 -6.796
C -1.200 -0.397 -6.287
C -1.069 -0.524 -4.889
H 0.535 -0.002 -3.598
H 1.779 0.766 -5.581
H 0.214 0.445 -7.789
H -2.129 -0.517 -6.825
H -1.787 -0.832 -4.146
```

Löwdin atomic charge list, values in e, 6 entries: Cu 0.49; C -0.26; O -0.44; H 0.04; H 0.06; H 0.06

***

# 9
C23H32Br2N3O12P | wB97M-V/def2-TZVPD

Properties
Energy relative to the best compared isomer or geometry (same formula, charge and spin): 82.39 kJ/mol
Energy: -202780.737 eV
2S+1: 1
SMILES: C[C@@H](Br)[C@@H](Br)[C@@](N=C=O)(OC#N)OC(=O)[PH2]=N.O=C1CCCO1.O=C1CCCO1.O=C1CCCO1.O=C1CCCO1
LUMO: -0.49 eV

The geometry in XYZ format:
```
73
C23H32Br2N3O12P wB97M-V/def2-TZVPD
C -0.729 2.271 -0.125
C 0.814 2.352 -0.389
Br 1.289 0.686 -1.397
C 1.289 3.573 -1.307
Br -0.274 3.951 -2.521
C 1.562 4.925 -0.509
N 2.939 5.116 -0.032
C 3.582 4.064 0.094
O 4.017 3.001 0.187
O 1.329 6.015 -1.465
C 0.492 6.950 -0.971
N -0.141 7.829 -0.594
O 0.551 5.059 0.492
C 1.073 5.229 1.798
O 1.357 6.338 2.155
P 1.362 3.849 3.057
N 0.450 2.576 2.871
H -1.211 3.255 0.118
H -0.863 1.624 0.793
H -1.319 1.790 -0.942
H 1.448 2.347 0.532
H 2.111 3.294 -2.026
H 1.070 4.436 4.332
H 2.746 3.499 2.920
H -0.136 2.391 3.686
O 2.344 -3.035 2.005
C 3.260 -2.634 1.339
O 3.188 -1.542 0.538
C 4.413 -1.405 -0.198
C 5.446 -2.166 0.605
C 4.620 -3.276 1.226
H 4.268 -1.828 -1.195
H 4.665 -0.349 -0.296
H 6.282 -2.523 0.003
H 5.850 -1.524 1.394
H 4.549 -4.144 0.571
H 5.000 -3.562 2.206
O 3.518 -4.642 -1.385
C 2.566 -5.343 -1.157
O 2.544 -6.678 -1.396
C 1.232 -7.192 -1.121
C 0.601 -6.191 -0.177
C 1.230 -4.885 -0.623
H 0.686 -7.276 -2.065
H 1.314 -8.183 -0.673
H -0.485 -6.189 -0.216
H 0.901 -6.410 0.851
H 0.666 -4.415 -1.432
H 1.356 -4.194 0.208
O -3.260 5.147 -2.621
C -3.728 6.250 -2.557
O -4.990 6.559 -2.962
C -5.195 7.974 -2.854
C -4.172 8.449 -1.843
C -3.018 7.489 -2.074
H -5.046 8.424 -3.839
H -6.216 8.171 -2.527
H -3.902 9.498 -1.963
H -4.562 8.316 -0.830
H -2.345 7.842 -2.858
H -2.468 7.293 -1.157
O -2.059 -5.444 1.206
C -2.905 -6.292 1.241
O -3.591 -6.720 0.147
C -4.601 -7.656 0.550
C -4.136 -8.192 1.889
C -3.400 -7.001 2.477
H -5.556 -7.128 0.622
H -4.689 -8.443 -0.198
H -4.952 -8.558 2.513
H -3.435 -9.017 1.734
H -4.072 -6.336 3.024
H -2.570 -7.312 3.109
```

Löwdin atomic charge list, values in e, 6 entries: C -0.24; C -0.71; Br 0.71; C -0.53; Br 0.85; C -0.48